# C5H6

A cluster of 2 separate species, C5H6 in total at a distorted geometry (the ωB97M-V functional and the def2-TZVPD basis, the Open Molecules 2025 dataset).

ORCA input file:
```
! RIJCOSX wB97M-V def2-TZVPD def2/J DEFGRID3
* xyz 0 1
C -0.078 -0.022 -0.321
C 0.470 -1.263 0.162
C 2.478 0.575 0.058
C -1.064 0.901 0.276
C 1.375 -0.038 0.000
H -0.956 1.904 -0.129
H -0.917 0.945 1.359
H 0.697 -2.079 -0.508
H -0.203 0.089 -2.158
H -2.074 0.547 0.074
H 0.273 -1.559 1.189
*
```

Values from the calculation:
frontier orbital gap = 9.100 eV
HOMO level = -9.59 eV
ΔE to the lowest compared entry with this formula, charge and spin = 154.8 kcal per mole
E_LUMO = -0.486 eV

=====

# C11H19O2Si

A cluster of 2 separate species, C11H19O2Si in total at a distorted geometry (the ωB97M-V functional and the def2-TZVPD basis, the Open Molecules 2025 dataset).

ORCA input file:
```
! RIJCOSX wB97M-V def2-TZVPD def2/J DEFGRID3
* xyz -1 1
Si 1.849 -0.851 0.264
O -0.429 -2.302 0.827
O -1.619 -1.069 2.410
C -2.400 0.100 -0.933
C -1.784 2.668 1.303
C -0.862 -1.260 1.479
C 2.071 -1.239 -1.608
C 3.033 -1.947 1.210
C -1.120 2.256 -0.040
C 2.808 0.924 0.358
C -2.950 -1.214 -1.174
C -1.948 1.188 -0.641
C -4.141 -1.631 -0.184
C 0.060 -0.778 0.521
H -2.733 3.080 1.056
H 2.628 1.188 1.327
H -0.988 3.106 -0.801
H 2.922 -1.966 -1.770
H 1.119 -1.813 -1.897
H 4.036 -2.174 0.865
H -5.052 -1.192 -0.567
H 2.297 1.484 -0.387
H -0.266 1.718 0.227
H -1.118 3.371 1.789
H -2.042 1.697 1.743
H -3.904 -1.520 0.843
H -4.243 -2.694 -0.150
H 2.103 -0.276 -2.140
H 3.176 -1.468 2.163
H -3.419 -1.289 -2.247
H 2.562 -2.972 1.244
H -2.103 -1.991 -1.123
H 3.813 0.675 0.185
*
```

Values from the calculation:
frontier orbital gap = 6.575 eV
HOMO level = -2.98 eV
ΔE to the lowest compared entry with this formula, charge and spin = 24.0 kcal per mole
E_LUMO = 3.590 eV

=====

# C8H11N4S

A structure of composition C8H11N4S at a distorted geometry (the ωB97M-V functional and the def2-TZVPD basis, the Open Molecules 2025 dataset).

ORCA input file:
```
! RIJCOSX wB97M-V def2-TZVPD def2/J DEFGRID3
* xyz 1 1
S -1.597 1.007 2.561
N 0.232 0.654 -0.678
N -2.912 -1.345 2.927
N -1.949 -0.295 -0.278
N -1.701 -0.590 0.921
C 2.005 2.476 0.606
C 1.314 2.790 -0.501
C 1.762 1.166 1.116
C -0.826 -0.090 -1.202
C 0.901 0.249 0.471
C -0.228 -1.713 -1.774
C 0.431 1.916 -1.117
C -2.205 -0.537 2.114
H -1.419 0.372 -2.006
H -0.649 -2.009 -2.725
H 0.752 -0.782 0.819
H 1.338 3.772 -0.933
H -0.169 2.360 -1.808
H -3.026 -0.896 3.873
H 2.592 3.149 1.193
H 0.830 -1.537 -1.789
H -3.448 -2.128 2.716
H 2.238 1.084 2.163
H -0.560 -2.476 -1.071
*
```

Values from the calculation:
frontier orbital gap (spin up / spin down) = 7.012 / 7.011 eV
HOMO level (spin up / spin down) = -11.52 / -11.52 eV
ΔE to the lowest compared entry with this formula, charge and spin = 79.7 kcal per mole
E_LUMO (spin up / spin down) = -4.509 / -4.509 eV

=====

# C9H8N3

The ion C9H8N3 with charge +1 at a distorted geometry (the ωB97M-V functional and the def2-TZVPD basis, the Open Molecules 2025 dataset).

ORCA input file:
```
! RIJCOSX wB97M-V def2-TZVPD def2/J DEFGRID3
* xyz 1 1
N 0.550 -0.103 2.613
N -0.567 -2.294 -1.849
N 0.012 -0.012 0.461
C 0.065 1.066 2.419
C -0.627 2.292 0.214
C -0.501 0.915 -1.640
C 0.200 -1.284 -1.765
C 0.545 -0.875 1.442
C -0.752 2.194 -1.134
C -0.311 1.215 1.002
C -0.033 -0.145 -0.862
C 0.957 -2.136 1.488
H 0.987 -2.883 0.570
H -0.723 0.683 -2.739
H -1.145 3.081 -1.648
H 0.090 1.635 3.306
H 1.390 -2.435 2.425
H -0.930 3.266 0.629
H 1.066 -1.168 -2.374
H -0.275 -3.013 -2.558
*
```

Values from the calculation:
frontier orbital gap = 8.230 eV
SMILES = [H]/N=C/c1cccc2[n+]1C(=C)N=C2
HOMO level = -13.82 eV
ΔE to the lowest compared entry with this formula, charge and spin = 42.6 kcal per mole
E_LUMO = -5.592 eV

=====

# C22H20AuF3N6O2S2

A structure of composition C22H20AuF3N6O2S2 (the ωB97M-V functional and the def2-TZVPD basis, the Open Molecules 2025 dataset).

ORCA input file:
```
! RIJCOSX wB97M-V def2-TZVPD def2/J DEFGRID3
* xyz 2 1
Au 1.144 0.796 -0.845
S 3.211 0.812 -1.921
S -0.639 1.974 0.271
F 4.374 1.303 -4.875
F 4.963 3.018 -3.699
F 4.219 3.294 -5.714
O 0.389 0.602 4.416
O -1.588 -2.666 2.931
N -2.666 1.289 1.829
N 1.085 2.056 -2.407
N -2.330 -0.321 0.409
N -1.061 -0.630 -1.544
N 1.470 -0.702 0.520
N -0.402 -1.585 4.535
C 1.698 3.474 -4.635
C 0.703 -0.798 1.617
C -3.414 -0.672 1.207
C -2.527 2.540 2.568
C -1.888 0.903 0.807
C -0.644 -1.410 -2.549
C 0.669 -0.707 4.903
C -1.759 -3.310 -1.670
C 0.555 -1.986 2.299
C 4.080 2.582 -4.604
C -0.575 -2.107 3.298
C 0.113 2.787 -2.976
C 1.285 -3.095 1.888
C 2.202 -1.764 0.134
C 0.407 3.518 -4.104
C 2.155 -2.962 0.819
C -0.985 -2.741 -2.672
C -2.189 -2.524 -0.616
C 2.323 1.965 -2.921
C 2.675 2.687 -4.054
C -1.838 -1.180 -0.629
C -3.624 0.332 2.075
H -2.748 -2.962 0.196
H -0.361 4.122 -4.564
H 0.198 0.098 1.934
H 0.833 1.250 4.975
H 1.600 -1.081 4.470
H -3.951 -1.590 1.082
H 0.765 -0.710 5.988
H -0.639 -3.319 -3.516
H -4.371 0.455 2.838
H -2.022 -4.358 -1.700
H 1.940 4.048 -5.520
H 1.168 -4.045 2.393
H -2.755 3.385 1.921
H -0.007 -0.934 -3.285
H 2.763 -3.789 0.482
H -3.228 2.515 3.397
H -0.854 2.770 -2.498
H -1.510 2.623 2.945
H 2.814 -1.639 -0.747
H -1.227 -1.611 5.119
*
```

Values from the calculation:
frontier orbital gap = 6.970 eV
HOMO level = -14.52 eV
ΔE to the lowest compared entry with this formula, charge and spin = 0.4 kcal per mole
E_LUMO = -7.546 eV

=====

# C4H9NO

A structure of composition C4H9NO (the ωB97M-V functional and the def2-TZVPD basis, the Open Molecules 2025 dataset).

ORCA input file:
```
! RIJCOSX wB97M-V def2-TZVPD def2/J DEFGRID3
* xyz 0 1
O -1.590 0.563 -1.852
N 0.579 -0.298 0.352
C -0.515 -0.245 -1.440
C 1.287 -0.252 1.454
C -0.550 -0.887 -0.091
C 0.740 0.491 -0.885
H -1.299 0.345 1.614
H 1.059 -0.940 2.258
H 2.108 0.448 1.514
H -0.305 -0.901 -2.292
H 1.694 0.301 -1.384
H -0.809 0.569 2.142
H -1.049 -1.734 0.361
H -1.952 0.980 -1.057
H 0.603 1.559 -0.694
*
```

Values from the calculation:
frontier orbital gap = 8.365 eV
HOMO level = -7.32 eV
ΔE to the lowest compared entry with this formula, charge and spin = 108.6 kcal per mole
E_LUMO = 1.040 eV